Computed, not measured: 2 unconnected molecules or ions with the total composition C4H11NS in a non-equilibrium geometry, with ωB97M-V/def2-TZVPD.

Structure (XYZ):
```
17
Properties=species:S:1:pos:R:3
C 1.36456 -0.90047 -1.89666
C 0.18864 -1.49363 -1.70241
N -0.21147 -2.56393 -2.55587
H 1.72660 -0.16390 -1.20078
H 1.98428 -1.20033 -2.72889
H -0.44033 -1.40302 -0.83092
H 0.23583 -2.43457 -3.44859
H -1.18067 -2.80938 -2.47730
C -0.26348 2.51814 1.63539
C -0.15492 1.07264 2.12948
S -1.79529 0.24709 2.17175
H -0.52718 2.54223 0.57996
H -1.05402 3.02979 2.18054
H 0.71259 2.97085 1.78428
H 0.53621 0.49431 1.51895
H 0.27993 1.05272 3.12850
H -1.40128 -0.95854 1.71257
```

SMILES string: C=CN.CCS
Energy relative to the best compared isomer or geometry (same formula, charge and spin) in eV: 1.052

Atomic partial charges in e from the Mulliken method, atoms 1 to 5: -0.84, 0.38, -0.51, 0.24, 0.20